101
Properties=species:S:1:pos:R:3:forces:R:3:mulliken_spin:R:1 method="wB97M-V/def2-TZVPD" homo_lumo_gap_ha="0.288 / 0.156" charge=+2 de_lowest_ev=0.0000 e_homo_ev="-13.1 / -13.1" spin_multiplicity=3
Au 0.5863 0.7555 -0.6263 0.3372 0.9839 -0.6908 0.36
Cl -2.4420 3.9189 -3.6193 0.0587 -0.2202 0.2772 0.00
Cl -2.4805 5.2434 -0.9969 0.3700 -0.2551 -0.2420 0.01
S 2.5882 1.3080 -1.8444 -1.1312 -0.7843 -0.2972 0.43
P -0.6005 -0.2548 1.0672 -0.5929 -0.5689 -0.6927 -0.11
P -1.0013 -1.6905 -2.2391 -0.2450 -0.6996 -0.0007 0.08
O 0.6742 4.2643 -1.3077 -2.8072 -2.7098 -1.1132 0.03
O -0.7475 2.4760 -1.7472 0.4705 -1.7413 0.8695 0.21
O 5.0203 4.2319 0.5293 -2.0545 -0.7317 -0.5614 0.00
N 3.0237 3.2231 -0.1194 1.3670 -1.5453 -0.8678 0.00
N 4.2727 1.2030 0.1243 1.5828 -0.5096 -0.3076 0.02
N -2.9310 -1.1317 -0.3789 -1.5904 -1.5473 -0.4052 0.42
C -0.5079 0.9322 -5.3610 0.9776 -1.4587 -0.0922 0.00
C -0.1618 -1.9740 1.2170 0.1225 -0.6355 1.1969 0.03
C 1.6372 5.1924 1.4334 -0.4522 -0.8557 -1.2293 0.00
C -0.6074 1.9785 4.5114 -0.1712 -0.8696 -0.4575 0.00
C -6.2582 -2.8703 -0.5372 1.2348 0.1351 0.3558 -0.05
C -0.8074 -2.6414 2.2778 0.3431 -0.1989 -0.2935 0.01
C -3.9439 -2.1411 -0.2270 0.4465 -0.3362 0.8567 0.12
C 0.3011 0.1961 -6.2629 -1.1696 0.5953 0.4850 0.00
C 0.5307 1.4938 5.1775 -0.2162 0.1354 -0.9250 0.01
C -0.5724 -1.0084 -3.8703 -0.9064 0.9436 -0.2623 0.01
C 0.4902 -1.1530 -6.0178 1.0118 -1.1643 -0.5249 0.00
C -2.6217 -5.7151 -3.6993 0.2989 0.3031 -0.2341 0.02
C 5.2363 0.9343 2.3555 0.3016 -0.2836 0.3970 0.00
C 0.6881 -4.5087 2.0137 -0.2711 0.0808 -0.8335 0.00
C 3.4553 1.9927 -0.5088 -1.2523 0.8462 1.0564 -0.01
C -0.2179 0.3913 2.6996 -0.8356 1.0744 1.1968 0.01
C -5.1361 -2.1524 -0.9700 -0.3527 0.8412 -1.3498 0.12
C 3.6999 5.7604 2.5500 -0.7531 -0.6795 -1.0620 0.00
C 2.9505 6.4832 3.4641 0.2353 -0.0743 -0.2307 0.00
C -1.8222 -3.2549 -2.7288 -0.0759 0.4965 0.2058 0.01
C 1.3330 0.5101 4.5853 -0.2007 0.1376 0.3055 0.00
C -1.0327 1.3898 3.2936 1.2664 -0.0744 0.2037 0.01
C -2.9309 -4.5497 -4.4294 0.6196 -0.8271 0.9068 0.00
C 3.7909 4.1641 0.5737 1.6105 1.8067 1.5978 0.00
C -0.3948 3.6613 -1.7266 2.5194 3.3937 0.4763 -0.02
C -0.8993 0.3292 -4.1593 0.6411 0.3456 -0.2421 0.01
C 0.9379 -0.0371 3.3769 0.2676 -1.0285 -0.8492 0.00
C 5.4916 1.4007 0.9238 0.9959 1.0008 0.7348 0.00
C -2.4884 -0.4161 0.8397 -0.6664 0.9414 0.1805 -0.03
C -4.9403 -3.8410 1.2405 0.4790 -0.6512 0.4822 -0.03
C -1.9479 -5.6357 -2.4737 -0.7478 -0.6283 -0.1860 0.00
C -6.1863 -3.6594 0.6218 -0.4104 -0.0699 -0.2413 0.15
C 0.0533 -1.7770 -4.8485 -0.2001 0.3936 0.1564 0.01
C 0.9447 -2.5547 0.5859 -0.5672 0.4536 0.0890 0.01
C -3.8429 -3.1508 0.7860 0.5846 1.5301 0.0616 0.05
C -1.4440 4.6361 -2.3247 -0.4488 0.7407 -0.6813 0.05
C -0.4252 -3.9448 2.6332 -0.1625 0.8452 0.4176 0.00
C -1.6579 -4.3885 -1.9424 0.2972 0.1296 0.4294 0.03
C 3.0311 5.0546 1.4885 -0.3491 1.1021 1.3175 0.00
C 1.3517 -3.8070 0.9666 0.2442 -1.5987 0.8282 0.00
C 5.3456 -0.5961 2.5406 0.5449 0.9184 0.3526 0.00
C 0.9002 5.9536 2.3321 -0.1924 0.2010 -0.1348 0.00
C -2.6008 -0.7785 -1.7376 -0.6599 0.8599 -0.5530 0.03
C 1.5734 6.6394 3.3302 -0.3685 -0.1233 0.5280 0.00
C -2.5189 -3.3256 -3.9313 -0.0398 -0.7974 -0.1653 0.01
H 4.1915 0.2286 -0.0987 -0.2117 -0.2563 -0.7164 0.00
H -1.5744 -2.1127 2.8689 0.3652 -0.4489 -0.3500 0.00
H 5.7996 2.4703 0.8587 -0.4090 -1.0270 0.1383 0.00
H -2.8909 -6.6858 -4.1189 0.1661 0.2480 0.1692 0.00
H -3.3575 -4.6529 -5.4083 -0.4291 0.1527 -0.1680 0.00
H 0.6735 0.6894 -7.1642 -0.1073 -0.3568 0.2736 0.00
H 5.2791 -0.8527 3.6018 -0.0544 -0.0068 -0.1625 0.00
H 6.3397 0.8025 0.5048 -0.9452 0.3135 -0.0749 0.00
H -4.7670 -4.5400 2.0905 -0.4936 0.5367 -0.8443 0.00
H 4.2760 1.2978 2.7074 -0.3785 0.0419 -0.1029 0.00
H -2.9887 -0.9098 1.7096 0.7061 0.2755 -0.6782 0.01
H 4.5575 -1.1107 2.0216 -0.3688 -0.4203 -0.3389 0.00
H 4.7751 5.7508 2.6407 0.0792 -0.2684 -0.0359 0.00
H 1.0852 4.7297 0.5831 0.4630 0.3711 1.0090 -0.01
H 0.1430 -2.8453 -4.6875 0.3215 0.0559 -0.1989 0.00
H -1.1818 2.7809 4.9622 -0.0452 -0.1728 -0.0654 0.00
H -1.0042 5.5055 -2.8403 0.1907 -0.4738 0.7685 0.00
H -0.1987 6.0100 2.2339 0.7920 0.0720 -0.0040 0.00
H -7.0976 -4.1546 1.0040 0.7115 0.3014 -0.2545 0.00
H -2.4223 0.2837 -1.8619 0.1678 0.3662 0.4283 -0.02
H -0.7754 1.9354 -5.6102 -0.1245 0.5366 0.1500 0.00
H 0.7919 1.9041 6.1382 0.1022 0.1223 0.1075 0.00
H 1.4942 -0.9033 2.9585 -0.1953 0.8186 0.2729 0.00
H -7.1663 -2.7648 -1.0932 -0.3718 -0.0552 -0.1259 0.00
H -2.8464 -3.2667 1.2018 -0.3077 -0.2306 0.2668 0.02
H 2.0778 3.3763 -0.4859 -0.1506 1.1854 -0.1311 -0.01
H 5.9399 1.4289 3.0226 0.3149 -0.0364 -0.1114 0.00
H 6.3249 -0.9397 2.1849 -0.2705 -0.0509 0.0056 0.00
H 2.2529 0.1581 5.0768 -0.6212 0.1376 -0.2316 0.00
H -1.6834 -6.5687 -1.9608 -0.2692 0.5275 -0.0013 0.00
H 2.1982 -4.3112 0.4765 -0.4156 0.4213 0.2389 0.00
H -1.3478 -4.2332 -0.8991 0.4834 -0.4241 -0.5404 0.00
H 1.0442 -1.7901 -6.7425 -0.4892 0.6681 0.4888 0.00
H -1.3568 0.9616 -3.4081 -0.2118 -0.0297 -0.1747 -0.01
H -5.1892 -1.5273 -1.8988 -0.3147 -0.5478 1.1577 0.00
H -1.9381 1.6960 2.7732 0.1416 0.2511 0.2963 0.00
H -3.4445 -1.0062 -2.4503 1.0180 -0.1389 0.8676 0.02
H 1.0216 7.2641 4.0449 0.2824 -0.3311 -0.3119 0.00
H -0.9858 -4.4009 3.4658 0.5887 -0.1019 -0.5710 0.00
H 1.4564 -1.9958 -0.1863 0.0459 -0.1248 -0.1175 -0.01
H -2.7287 -2.4549 -4.5067 0.1140 0.6587 -0.3811 0.00
H 0.9850 -5.5277 2.2783 0.0921 0.4638 -0.0909 0.00
H 3.4641 6.9082 4.3100 0.0519 0.3452 0.0263 0.00
H -2.9639 0.6142 0.7995 0.6491 -0.9357 -0.1203 0.02